#i
{"formula": "H28NO12", "method": "ωB97M-V with the def2-TZVPD basis set", "homo_energy_ev": -13.2, "multiplicity": 1, "orbital_gap_ev": 10.5, "charge": 1, "elements": ["N", "H", "H", "H", "H", "H", "H", "O", "H", "H", "O", "H", "H", "O", "H", "H", "O", "H", "H", "O", "H", "H", "O", "H", "H", "O", "H", "H", "O", "H", "H", "O", "H", "H", "O", "H", "H", "O", "H", "H", "O"], "coordinates": [[-3.35173, -0.45052, -0.51132], [-3.09867, -0.65785, -1.47086], [-2.84345, -1.01097, 0.16548], [-3.07710, 0.50529, -0.24877], [-4.34477, -0.66967, -0.47153], [1.38351, -3.22952, 1.22733], [1.49837, -2.11108, 2.19761], [1.21560, -2.28212, 1.29632], [2.70543, 0.94932, -1.97900], [2.86470, 2.44640, -1.43704], [2.27925, 1.69794, -1.56872], [0.12351, -0.94579, -3.57828], [1.17073, 0.27224, -3.29739], [0.65548, -0.46149, -2.96244], [1.33821, -0.54964, 4.40731], [1.27968, 0.17058, 3.05926], [1.85848, 0.01111, 3.82566], [-0.66153, 0.92658, 2.83648], [-0.15432, 0.86369, 1.45161], [-0.34001, 0.24978, 2.21898], [-0.29352, -0.02202, -1.23839], [0.02375, -0.98713, -0.05400], [-0.66059, -0.40295, -0.42370], [-3.15094, 3.30610, -0.39465], [-1.84589, 2.33258, -0.94347], [-2.68737, 2.50488, -0.59895], [-3.47586, 1.08789, 2.22406], [-2.13037, 0.20769, 2.25004], [-3.05427, 0.27418, 1.94198], [-1.80264, -2.74910, -2.60073], [-1.19970, -1.60773, -1.80627], [-1.90091, -1.80092, -2.45248], [3.38890, 0.14069, 0.19982], [2.54277, -0.30741, 1.66661], [2.62913, -0.04503, 0.75969], [1.19149, 1.32427, -0.19377], [0.78146, 2.78300, 0.14847], [0.47495, 1.87467, 0.18967], [3.17232, -0.85920, -1.87701], [3.63325, -1.77928, -0.72169], [3.86267, -0.99943, -1.23591]]}

***

#ii
{"formula": "H28NO12", "method": "ωB97M-V with the def2-TZVPD basis set", "homo_energy_ev": -12.7, "multiplicity": 1, "orbital_gap_ev": 9.5, "charge": 1, "elements": ["N", "H", "H", "H", "H", "O", "H", "H", "O", "H", "H", "O", "H", "H", "O", "H", "H", "O", "H", "H", "O", "H", "H", "O", "H", "H", "O", "H", "H", "O", "H", "H", "O", "H", "H", "O", "H", "H", "O", "H", "H"], "coordinates": [[38.09600, 5.07600, 38.30600], [38.35900, 4.96900, 39.23300], [38.03400, 4.20900, 37.92800], [39.12500, 5.40200, 37.91200], [37.33800, 5.57000, 37.90000], [37.62900, 8.32800, 38.68400], [38.51200, 8.76700, 38.76500], [36.77100, 8.87800, 38.97300], [40.28700, 3.51900, 36.64400], [40.47600, 4.26400, 36.17800], [41.09200, 3.18300, 37.01900], [35.99500, 6.86700, 40.27500], [35.67800, 7.29100, 41.10500], [36.46100, 7.41700, 39.59400], [35.65600, 3.72000, 35.88000], [36.23600, 3.05100, 36.27800], [34.71500, 3.18700, 35.82400], [40.60800, 3.29400, 39.83800], [40.89200, 4.12500, 40.31400], [41.25000, 2.99400, 39.19900], [40.35000, 6.28700, 40.15300], [41.03300, 6.95500, 39.94200], [39.95200, 6.27800, 40.96500], [36.33500, 2.58400, 39.65300], [35.44600, 2.39000, 39.29700], [36.25600, 1.83200, 40.35500], [35.89400, 6.18500, 35.06400], [35.13500, 6.37200, 34.38400], [35.70100, 5.22400, 35.43000], [37.99200, 5.88500, 42.04700], [38.93700, 5.99600, 42.41400], [37.20300, 6.15800, 42.69400], [40.90300, 6.02800, 35.78400], [40.45200, 6.84700, 35.67100], [41.87100, 6.07300, 35.66300], [38.57000, 3.11500, 42.18200], [38.38400, 3.87400, 41.78600], [39.33900, 2.99200, 41.67300], [38.06600, 1.98300, 36.65700], [38.38700, 1.54300, 37.49900], [38.96500, 2.43500, 36.40300]]}

***

#iii
{"formula": "H28NO12", "method": "ωB97M-V with the def2-TZVPD basis set", "homo_energy_ev": -13.5, "multiplicity": 1, "orbital_gap_ev": 10.3, "charge": 1, "elements": ["N", "H", "H", "H", "H", "O", "H", "H", "O", "H", "H", "O", "H", "H", "O", "H", "H", "O", "H", "H", "O", "H", "H", "O", "H", "H", "O", "H", "H", "O", "H", "H", "O", "H", "H", "O", "H", "H", "O", "H", "H"], "coordinates": [[49.64874, -27.11958, -24.21926], [49.64929, -26.07707, -24.54575], [49.47213, -27.22957, -23.21669], [50.62249, -27.68276, -24.43719], [48.97458, -27.82673, -24.68631], [49.48500, -22.92323, -24.39674], [48.65923, -22.44134, -24.84324], [50.13062, -23.25480, -25.00679], [52.45024, -28.44260, -25.40147], [53.18639, -29.05352, -25.20824], [52.28521, -28.43962, -26.31369], [45.95038, -26.14159, -24.39282], [46.37478, -26.66758, -23.75739], [45.30467, -25.61939, -23.98511], [51.13969, -24.47560, -26.14493], [52.12686, -24.60885, -25.86647], [51.41814, -24.26760, -27.00808], [51.80549, -26.22126, -22.13882], [51.88339, -25.55491, -21.42585], [52.14579, -27.08684, -21.66313], [49.19229, -28.43191, -20.94592], [49.34711, -29.05429, -20.21614], [48.31529, -28.64626, -21.47416], [47.99914, -25.32486, -26.42167], [47.23040, -25.31759, -25.89819], [48.71309, -24.86690, -26.29161], [48.89899, -29.28127, -26.36384], [48.13097, -29.58967, -26.34597], [49.30678, -30.04723, -26.07937], [46.93344, -28.53184, -22.92906], [46.96786, -29.55417, -23.02737], [46.10995, -28.44114, -22.46333], [53.65613, -26.06623, -24.20530], [52.97951, -25.78405, -23.55185], [53.36704, -26.81164, -24.64296], [51.07253, -29.49583, -22.78800], [51.64003, -30.18265, -23.45197], [50.29074, -29.77198, -22.80419], [49.06791, -24.71362, -22.26355], [49.59584, -24.58530, -21.59356], [49.42955, -23.84195, -22.86093]]}

***

Which structure wins on stability? #i wins.